# C36H24Cl2CrN5O3

A molecular structure, C36H24Cl2CrN5O3 (ωB97M-V with the def2-TZVPD basis set, the OMol25 dataset).

Each line ends with the Mulliken charge.
Cartesian coordinates (Å):
Cr -0.42 0.03 0.43  -0.95
Cl -2.50 -6.06 3.85  -0.28
C -2.30 -4.56 3.03  0.45
C -3.42 -3.97 2.43  -0.76
C -3.24 -2.75 1.79  -0.42
C -2.03 -2.06 1.78  -0.13
O -1.99 -0.86 1.24  -0.47
C -0.85 -2.69 2.37  1.00
C 0.46 -2.12 2.35  -0.59
N 0.81 -0.97 1.77  1.54
C 2.15 -0.54 1.81  0.70
C 3.20 -1.11 2.51  -1.10
C 4.47 -0.55 2.49  -0.77
C 4.73 0.60 1.79  -1.05
C 3.71 1.20 1.03  1.06
C 3.93 2.35 0.26  -0.96
C 2.91 2.81 -0.52  -1.16
C 1.72 2.09 -0.63  -0.31
N 1.43 1.07 0.19  1.31
C 2.41 0.62 1.03  -0.20
C -1.07 -3.94 3.03  -1.48
H -4.40 -4.42 2.46  0.39
H -4.14 -2.29 1.35  0.38
H 1.21 -2.71 2.85  0.03
H 3.05 -1.98 3.13  0.36
H 5.25 -0.99 3.09  0.38
H 5.72 1.06 1.82  0.36
H 4.89 2.83 0.32  0.45
H 2.98 3.75 -1.05  0.41
H 1.00 2.35 -1.38  0.51
H -0.26 -4.47 3.54  0.35
C -0.41 -3.50 -2.36  -0.93
C -0.18 -2.67 -1.25  -0.38
N -0.64 -1.42 -1.17  1.24
C -1.23 -0.90 -2.26  0.03
C -1.40 -1.65 -3.46  0.89
C -1.00 -3.01 -3.48  -0.89
C -1.94 -1.04 -4.60  -0.92
C -2.21 0.29 -4.55  -1.12
C -1.96 1.07 -3.41  -1.19
C -1.59 0.51 -2.21  0.75
N -1.52 1.07 -0.93  1.03
C -1.94 2.33 -0.47  0.76
C -2.60 3.37 -1.13  -1.12
C -2.76 4.63 -0.55  -0.85
C -2.37 4.92 0.73  -0.98
C -1.76 3.91 1.50  0.78
C -1.31 4.13 2.81  -0.71
C -0.75 3.10 3.49  -1.01
C -0.61 1.84 2.89  -0.33
N -1.00 1.60 1.64  0.87
C -1.57 2.61 0.90  0.08
H -0.14 -4.54 -2.27  0.41
H 0.40 -3.05 -0.42  0.46
H -1.17 -3.62 -4.36  0.40
H -2.14 -1.62 -5.51  0.35
H -2.63 0.77 -5.44  0.34
H -2.11 2.13 -3.46  0.48
H -3.03 3.18 -2.10  0.50
H -3.24 5.40 -1.16  0.35
H -2.45 5.92 1.16  0.34
H -1.37 5.14 3.21  0.40
H -0.37 3.21 4.51  0.37
H -0.21 1.01 3.46  0.60
Cl 2.47 -1.84 -4.62  -0.24
C 3.31 -1.13 -3.20  -0.68
C 2.31 -0.69 -2.16  0.61
O 1.51 0.25 -2.47  -0.64
O 2.30 -1.32 -1.04  -0.73
H 3.84 -0.26 -3.59  0.30
H 4.03 -1.88 -2.85  0.33

Values from the calculation:
Net charge: -1
Expectation value of S²: 6.08
Multiplicity: 5
ΔE to the lowest compared entry with this formula, charge and spin in kcal per mole: 0.0

***

# C36H24Cl3FInN3O4SSe

A molecular structure, C36H24Cl3FInN3O4SSe (ωB97M-V with the def2-TZVPD basis set, the OMol25 dataset).

Each line ends with the Mulliken charge.
Cartesian coordinates (Å):
In -0.83 1.07 1.21  1.08
Cl 5.34 0.20 5.41  -0.31
C 3.88 0.75 4.60  0.25
C 2.65 0.54 5.21  -0.52
C 1.49 0.96 4.58  -0.57
C 1.54 1.56 3.31  -0.27
O 0.44 1.89 2.68  -0.80
C 2.81 1.84 2.75  0.66
C 2.86 2.70 1.57  -0.02
N 3.84 2.69 0.74  -0.58
C 3.86 3.55 -0.37  -0.19
C 5.11 3.84 -0.87  -0.21
C 5.29 4.62 -2.03  -0.61
C 4.21 5.08 -2.72  -0.82
C 2.90 4.80 -2.26  1.01
C 1.74 5.23 -2.95  -0.71
C 0.51 4.92 -2.46  -0.73
C 0.42 4.20 -1.25  -0.30
N 1.47 3.81 -0.58  0.08
C 2.71 4.07 -1.06  0.46
C 3.97 1.41 3.39  -0.69
H 2.59 0.03 6.16  0.39
H 0.52 0.77 5.01  0.56
H 2.02 3.38 1.47  0.53
H 5.96 3.42 -0.36  0.43
H 6.29 4.82 -2.39  0.34
H 4.32 5.66 -3.64  0.34
H 1.86 5.77 -3.88  0.33
H -0.40 5.20 -2.98  0.41
H -0.55 3.91 -0.84  0.28
H 4.93 1.62 2.94  0.51
Cl 1.17 -1.59 2.55  -0.09
C 0.37 -1.97 4.05  0.47
C 1.11 -2.70 4.96  -0.74
C 0.57 -3.06 6.18  -0.44
C -0.73 -2.67 6.47  -0.74
C -1.45 -1.93 5.55  0.36
Cl -3.07 -1.48 6.01  -0.25
C -0.96 -1.53 4.28  -0.08
S -1.93 -0.59 3.20  -0.12
H 2.13 -2.98 4.70  0.41
H 1.14 -3.63 6.90  0.34
H -1.20 -2.92 7.41  0.38
C -1.85 -3.01 -5.34  -1.43
C -2.82 -2.02 -4.70  -0.23
C -4.27 -2.52 -4.70  -1.08
C -4.41 -3.75 -3.82  -1.26
C -3.82 -3.50 -2.46  1.20
C -4.24 -4.22 -1.36  -0.74
C -3.70 -3.97 -0.10  0.16
F -4.16 -4.71 0.93  -0.38
C -2.76 -3.00 0.11  -1.26
C -2.32 -2.27 -1.00  0.31
C -1.30 -1.22 -0.78  1.53
O -0.80 -1.09 0.34  -0.77
C -0.94 -0.44 -1.93  -0.18
C -1.49 -0.75 -3.12  -0.45
N -2.42 -1.71 -3.33  0.21
C -2.85 -2.50 -2.27  -0.44
C 0.08 0.69 -1.86  0.32
O 0.60 1.02 -2.93  -0.82
O 0.28 1.21 -0.73  -0.42
H -2.16 -3.25 -6.36  0.39
H -1.79 -3.93 -4.76  0.36
H -0.85 -2.57 -5.37  0.39
H -2.78 -1.08 -5.25  0.53
H -4.57 -2.73 -5.73  0.44
H -4.90 -1.72 -4.32  0.37
H -3.91 -4.60 -4.29  0.34
H -5.46 -4.03 -3.72  0.43
H -4.99 -4.99 -1.46  0.49
H -2.37 -2.76 1.09  0.69
H -1.17 -0.18 -3.99  0.50
Se -2.80 2.33 0.55  -1.00

Values from the calculation:
Net charge: -2
Multiplicity: 1
ΔE to the lowest compared entry with this formula, charge and spin in kcal per mole: 0.0

***

# C36H24CoF3NO2S4SbTe

A molecular structure, C36H24CoF3NO2S4SbTe (ωB97M-V with the def2-TZVPD basis set, the OMol25 dataset).

Each line ends with the Mulliken charge.
Cartesian coordinates (Å):
Co 0.30 -0.93 1.26  0.77
S 3.07 -4.06 2.64  -0.27
C 1.99 -2.91 2.20  0.18
S 0.40 -2.72 2.84  -0.54
S 2.37 -1.54 1.00  -0.33
N -0.78 -0.95 -8.19  -0.59
C -0.45 -1.13 -7.08  0.07
C -0.12 -1.35 -5.71  0.58
C -1.07 -1.61 -4.75  -0.78
C -0.73 -1.54 -3.39  -0.18
C 0.60 -1.25 -3.04  1.10
C 1.58 -1.06 -4.04  -0.62
C 1.22 -1.07 -5.35  -0.65
C 0.96 -1.43 -1.66  -0.29
C 1.09 -1.42 -0.44  -0.03
H -2.11 -1.86 -5.02  0.40
H -1.46 -1.72 -2.59  0.46
H 2.60 -0.84 -3.71  0.42
H 1.93 -0.97 -6.17  0.39
S 0.56 0.67 2.71  -0.77
Sb 0.18 2.79 1.78  1.12
C -0.19 2.62 -0.32  0.39
C 0.78 2.76 -1.28  -0.09
C 0.37 2.92 -2.62  -0.54
C -0.94 2.96 -2.98  -0.60
C -1.92 2.82 -1.99  -0.63
C -1.54 2.59 -0.67  -0.96
C -1.47 3.51 2.88  0.34
C -2.07 2.60 3.77  -0.32
C -3.39 2.78 4.11  -0.60
C -4.01 3.93 3.76  -0.42
C -3.40 4.88 2.95  -0.58
C -2.12 4.65 2.46  -0.55
C 2.19 3.54 2.02  0.34
C 3.07 2.97 2.89  -0.40
C 4.44 3.08 2.66  -0.50
C 4.91 3.88 1.63  -0.47
C 3.99 4.50 0.76  -0.53
C 2.63 4.36 0.98  -0.68
H 1.85 2.72 -1.05  0.50
H 1.14 2.99 -3.37  0.37
H -1.26 3.10 -4.03  0.35
H -2.95 2.77 -2.29  0.36
H -2.26 2.39 0.10  0.44
H -1.55 1.68 4.10  0.26
H -3.92 1.99 4.63  0.41
H -4.99 4.13 4.14  0.36
H -3.95 5.72 2.62  0.40
H -1.64 5.40 1.83  0.27
H 2.69 2.38 3.71  0.39
H 5.12 2.54 3.34  0.33
H 5.98 4.02 1.46  0.34
H 4.34 5.12 -0.07  0.35
H 1.87 4.76 0.33  0.57
F -5.03 -0.97 0.44  -0.31
C -3.97 -0.31 -0.09  0.62
F -4.27 -0.10 -1.41  -0.29
F -4.06 0.92 0.47  -0.20
C -2.63 -1.08 0.05  0.45
O -2.54 -2.17 -0.65  -0.69
O -1.78 -0.60 0.86  -0.75
Te -0.92 -3.89 0.68  0.07
C 0.21 -5.68 0.86  0.50
C 0.28 -6.51 -0.31  -0.66
C 0.96 -7.69 -0.25  -0.34
C 1.65 -8.06 0.93  -0.53
C 1.56 -7.25 2.06  -0.46
C 0.82 -6.09 2.06  -0.62
H -0.19 -6.17 -1.25  0.28
H 0.99 -8.41 -1.11  0.26
H 2.16 -9.01 0.98  0.34
H 2.06 -7.60 2.94  0.36
H 0.74 -5.51 2.98  0.61

Values from the calculation:
Net charge: -2
Expectation value of S²: 6.30
Multiplicity: 5
ΔE to the lowest compared entry with this formula, charge and spin in kcal per mole: 14.8

***

# C36H24IKNO6P

A molecular structure, C36H24IKNO6P (ωB97M-V with the def2-TZVPD basis set, the OMol25 dataset).

Each line ends with the Mulliken charge.
Cartesian coordinates (Å):
K -0.75 0.85 1.18  0.77
O 3.56 -2.24 0.95  -0.51
C 2.43 -1.56 0.63  0.06
O 2.44 -0.40 0.38  -0.40
C 1.21 -2.45 0.62  0.07
C 1.32 -3.83 0.65  -0.41
C 0.14 -4.57 0.65  -0.67
C -1.07 -3.90 0.63  -0.50
C -1.08 -2.51 0.59  0.26
N 0.06 -1.80 0.57  0.81
C -2.43 -1.75 0.59  -0.14
O -3.41 -2.44 0.93  -0.86
O -2.37 -0.54 0.26  -0.55
H 4.24 -1.56 0.95  0.36
H 2.29 -4.30 0.69  0.53
H 0.17 -5.65 0.67  0.39
H -2.03 -4.41 0.65  0.56
I -0.81 3.81 3.23  0.09
C -0.24 2.98 5.07  0.01
C -0.41 3.74 6.20  -0.66
C 0.00 3.22 7.45  -0.36
C 0.59 1.99 7.53  -0.84
C 0.79 1.20 6.36  1.04
C 1.44 -0.06 6.44  -0.88
C 1.62 -0.79 5.30  -0.79
C 1.14 -0.31 4.05  -0.01
C 0.48 0.90 3.86  -0.54
C 0.35 1.67 5.08  0.35
H -0.85 4.72 6.13  0.33
H -0.15 3.82 8.35  0.33
H 0.92 1.60 8.49  0.28
H 1.78 -0.43 7.40  0.25
H 2.12 -1.75 5.35  0.34
H 1.29 -0.97 3.19  0.11
O -1.95 4.01 -0.14  -0.83
C -1.36 3.13 -0.80  0.04
O -0.35 2.45 -0.45  -0.64
C -1.85 2.78 -2.20  0.00
C -2.66 3.68 -2.89  -0.38
C -3.05 3.41 -4.20  -0.54
C -2.65 2.22 -4.80  -0.69
C -1.87 1.31 -4.10  -0.06
C -1.46 1.57 -2.79  0.35
P -0.41 0.37 -1.80  1.56
C -0.87 -1.24 -2.64  0.23
C 0.03 -2.31 -2.69  -0.35
C -0.38 -3.62 -2.96  -0.84
C -1.72 -3.90 -3.17  -0.49
C -2.64 -2.86 -3.10  -0.78
C -2.23 -1.56 -2.83  -0.58
C 1.20 0.75 -2.68  0.27
C 1.55 0.26 -3.94  -0.16
C 2.78 0.57 -4.53  -0.67
C 3.68 1.40 -3.88  -0.46
C 3.34 1.91 -2.63  -0.73
C 2.12 1.59 -2.04  -0.35
H -2.96 4.59 -2.38  0.47
H -3.67 4.11 -4.74  0.36
H -2.95 2.00 -5.82  0.40
H -1.58 0.39 -4.58  0.29
H 1.08 -2.13 -2.50  0.45
H 0.35 -4.41 -2.99  0.40
H -2.05 -4.92 -3.35  0.35
H -3.70 -3.06 -3.23  0.35
H -2.97 -0.78 -2.72  0.45
H 0.86 -0.37 -4.48  0.24
H 3.02 0.16 -5.51  0.39
H 4.63 1.64 -4.33  0.36
H 4.03 2.57 -2.11  0.40
H 1.88 1.99 -1.06  0.40

Values from the calculation:
Net charge: -2
Multiplicity: 1
ΔE to the lowest compared entry with this formula, charge and spin in kcal per mole: 0.0

***

# C36H25BrF5N3O3STa

A molecular structure, C36H25BrF5N3O3STa (ωB97M-V with the def2-TZVPD basis set, the OMol25 dataset).

Each line ends with the Mulliken charge.
Cartesian coordinates (Å):
Ta -0.99 -0.16 -0.03  0.58
C -1.58 3.02 2.89  -1.63
C -0.59 3.44 1.84  1.58
C 0.33 4.44 2.13  -0.99
C 1.25 4.85 1.18  -0.99
C 1.26 4.27 -0.07  -1.08
C 0.35 3.27 -0.40  0.82
C 0.38 2.66 -1.77  -0.83
C -0.56 2.86 0.57  -0.55
N -1.50 1.78 0.30  0.69
C -2.85 2.18 0.35  -0.33
O -3.27 3.29 0.23  -0.55
C -3.74 1.00 0.61  0.80
C -5.12 1.04 0.71  -0.83
C -5.78 -0.16 0.97  -0.37
C -5.06 -1.34 1.11  -0.81
C -3.69 -1.28 0.98  0.36
N -3.07 -0.13 0.74  -0.10
C -2.74 -2.45 1.01  0.13
O -3.06 -3.55 1.36  -0.60
N -1.50 -2.03 0.58  1.09
C -0.39 -2.96 0.57  -0.98
C 0.37 -3.11 1.73  1.81
C -0.07 -2.48 3.03  -1.33
C 1.52 -3.87 1.66  -0.92
C 1.89 -4.49 0.48  -0.99
C 1.07 -4.42 -0.63  -1.01
C -0.10 -3.67 -0.60  1.18
C -1.08 -3.74 -1.75  -1.27
H -1.24 3.31 3.88  0.47
H -1.73 1.93 2.90  0.24
H -2.56 3.48 2.73  0.37
H 0.31 4.90 3.11  0.46
H 1.96 5.63 1.42  0.45
H 1.96 4.60 -0.82  0.49
H 0.91 3.32 -2.46  0.73
H -0.62 2.49 -2.18  0.38
H 0.92 1.70 -1.75  -0.19
H -5.63 1.98 0.58  0.59
H -6.86 -0.17 1.05  0.48
H -5.53 -2.29 1.31  0.56
H -1.13 -2.66 3.21  0.26
H 0.11 -1.41 3.03  0.17
H 0.48 -2.92 3.86  0.52
H 2.13 -3.99 2.55  0.45
H 2.80 -5.08 0.44  0.46
H 1.32 -4.97 -1.53  0.46
H -0.77 -4.53 -2.44  0.50
H -1.15 -2.82 -2.32  0.12
H -2.07 -3.99 -1.38  0.33
F 5.15 0.65 -3.66  -0.28
C 3.85 0.44 -3.72  0.58
C 3.32 -0.75 -3.26  0.40
F 4.12 -1.69 -2.76  -0.38
C 1.96 -0.96 -3.33  0.18
F 1.47 -2.12 -2.91  -0.36
C 1.10 0.02 -3.82  -0.09
S -0.64 -0.23 -3.87  -0.39
C 1.65 1.20 -4.30  0.19
F 0.87 2.15 -4.80  -0.42
C 3.02 1.42 -4.26  0.73
F 3.53 2.56 -4.70  -0.30
O -2.20 -0.45 -1.84  -0.53
C -1.01 -0.29 -2.20  -0.04
Br 5.43 0.44 2.08  -0.15
C 3.63 0.24 1.59  -0.55
C 2.64 0.85 2.35  -0.74
C 1.32 0.72 1.97  -0.40
C 0.93 -0.03 0.85  1.02
C 1.97 -0.67 0.14  0.33
C 3.30 -0.54 0.48  -0.81
H 2.91 1.44 3.22  0.51
H 0.57 1.23 2.57  0.61
H 1.74 -1.35 -0.68  0.03
H 4.08 -1.04 -0.08  0.68

Values from the calculation:
Net charge: +1
Multiplicity: 1
ΔE to the lowest compared entry with this formula, charge and spin in kcal per mole: 1.4

***

# C36H25CaI2N9OS2

A molecular structure, C36H25CaI2N9OS2 (ωB97M-V with the def2-TZVPD basis set, the OMol25 dataset).

Each line ends with the Mulliken charge.
Cartesian coordinates (Å):
Ca 9.66 9.95 12.89  1.22
C 7.18 9.43 18.51  -1.04
C 6.05 10.08 17.80  -0.24
C 6.13 10.79 16.67  -0.97
C 7.43 11.04 16.15  0.30
C 7.79 11.43 14.79  0.40
N 6.96 11.90 13.86  -0.57
C 7.36 12.18 12.57  0.40
C 6.44 12.82 11.57  -0.07
C 5.04 12.90 11.58  -0.87
C 4.50 13.20 10.30  -0.41
C 5.26 13.29 9.10  -0.67
C 6.59 13.03 9.21  0.36
C 7.09 12.74 10.38  0.47
C 8.40 12.11 10.72  -0.18
N 9.30 11.90 9.78  -0.37
C 10.61 11.68 10.04  -0.79
N 11.16 11.32 11.25  0.09
C 12.40 11.24 11.09  0.06
N 13.22 10.64 12.16  -0.45
C 12.95 10.44 13.41  -0.15
N 11.64 10.56 13.94  -0.06
C 11.82 10.47 15.24  -0.37
N 10.88 10.41 16.26  -0.54
C 9.74 10.54 15.85  0.05
N 9.27 11.12 14.61  -0.73
C 8.53 10.30 16.62  0.63
C 8.40 9.48 17.80  -0.11
C 13.16 10.18 15.60  0.50
C 13.83 9.73 16.77  -0.38
C 15.18 9.43 16.76  -0.57
C 15.91 9.49 15.63  -0.89
C 15.20 9.87 14.48  0.08
C 13.87 10.13 14.48  0.32
C 12.95 11.46 9.62  -0.33
C 14.08 11.47 8.86  -0.12
C 13.98 11.56 7.50  -0.46
C 12.77 11.75 6.89  -0.67
C 11.57 11.87 7.69  -0.07
C 11.65 11.62 9.02  0.66
N 8.44 11.92 11.98  -0.35
H 6.95 9.28 19.52  0.47
H 5.12 9.99 18.29  0.41
H 5.17 11.18 16.35  0.40
H 4.30 12.77 12.38  0.40
H 3.42 13.42 10.22  0.27
H 5.04 13.67 8.09  0.30
H 7.27 13.06 8.39  0.48
H 9.35 9.23 18.16  0.56
H 13.15 9.62 17.64  0.36
H 15.74 9.16 17.63  0.45
H 16.93 9.16 15.61  0.54
H 15.73 9.90 13.55  0.51
H 15.11 11.40 9.26  0.40
H 14.95 11.33 7.01  0.27
H 12.46 11.83 5.85  0.35
H 10.54 12.22 7.37  0.34
I 19.76 5.51 16.34  0.06
C 19.80 4.31 14.50  -0.82
I 20.76 2.39 13.98  -0.26
H 19.94 5.01 13.66  0.33
H 18.84 3.95 14.72  0.25
C 10.25 5.90 13.50  -0.83
S 10.14 6.70 15.27  -0.05
C 8.32 6.83 15.39  -0.64
O 18.67 6.69 17.68  -0.83
H 9.33 5.86 12.94  0.32
H 10.70 4.90 13.73  0.32
H 10.95 6.47 12.85  0.25
H 8.12 7.18 16.41  0.13
H 7.88 5.82 15.42  0.40
H 8.03 7.49 14.67  0.16
S 8.03 8.55 10.15  -0.42
C 9.64 8.31 10.48  0.25
N 10.74 8.16 10.75  -0.49
H 17.90 6.87 17.07  0.28

Values from the calculation:
Net charge: -2
Multiplicity: 1
ΔE to the lowest compared entry with this formula, charge and spin in kcal per mole: 79.9